{"formula": "C11H11O2", "method": "wB97M-V/def2-TZVPD", "homo_energy_ha": -0.165, "total_charge": -1, "spin_multiplicity": 1, "energy_ev": -15679.080, "lumo_energy_ev": 3.39, "species": ["C", "C", "C", "C", "C", "C", "C", "C", "C", "C", "C", "O", "O", "H", "H", "H", "H", "H", "H", "H", "H", "H", "H", "H"], "coordinates": [[2.375106, -1.068913, 1.703682], [2.000066, 0.144361, 2.166980], [1.872449, -1.797474, 0.631723], [0.842335, 0.784933, 1.639865], [0.838747, -1.072387, 0.012845], [0.375331, 0.133008, 0.506834], [-0.609100, -0.822543, -2.804286], [-0.657931, -0.936133, -1.203545], [-0.732779, 0.384366, -0.439137], [-0.554275, 1.749997, -1.087226], [-2.089462, 0.396076, 0.376953], [-1.665327, -0.311645, -3.254047], [0.404872, -1.215922, -3.389749], [3.251978, -1.501490, 2.201374], [2.526158, 0.539072, 2.970957], [1.942401, -2.847958, 0.555259], [0.372764, 1.728620, 1.987859], [-1.362710, -1.631610, -0.784641], [0.483411, 2.002226, -1.270151], [-1.061579, 2.453739, -0.362754], [-1.087243, 1.615032, -2.003864], [-3.005466, 0.498765, -0.134286], [-2.135646, 1.314825, 1.067597], [-2.324100, -0.538944, 0.911756]], "atomic_forces_ev_per_a": [[2.6, -2.1, 0.2], [-2.6, 1.4, -0.8], [-2.8, 2.2, 0.1], [0.9, -0.4, -0.6], [-1.5, -1.2, -2.1], [-0.2, 0.1, 0.3], [0.0, -0.4, 0.7], [3.5, 0.2, 0.7], [-2.2, 0.8, 2.1], [-1.0, -0.3, 0.7], [0.6, 1.2, 1.4], [0.3, -0.1, 0.5], [0.0, 0.0, 0.1], [-0.3, 0.0, 0.1], [0.8, 0.8, 1.4], [0.9, -0.9, -0.6], [0.6, -0.8, 0.0], [-0.3, -0.4, -0.3], [0.1, 0.1, 0.0], [0.8, -0.2, -1.2], [-0.5, 0.8, -0.9], [-0.8, 0.4, -1.8], [0.4, -1.5, -0.4], [0.9, 0.3, 0.3]], "nbo_charge": [-0.23, -0.24, -0.26, -0.22, 0.04, -0.06, 0.75, -0.20, -0.09, -0.62, -0.60, -0.78, -0.74, 0.18, 0.19, 0.21, 0.21, 0.20, 0.21, 0.19, 0.26, 0.21, 0.18, 0.20]}



{"formula": "C11H12BiN2P", "method": "wB97M-V/def2-TZVPD", "homo_energy_ha": [-0.214, -0.210], "total_charge": 0, "spin_multiplicity": 1, "energy_ev": -29703.761, "lumo_energy_ev": [-1.44, -1.47], "species": ["C", "C", "C", "C", "C", "Bi", "P", "H", "H", "H", "H", "H", "H", "H", "H", "N", "C", "C", "C", "C", "C", "N", "C", "H", "H", "H", "H"], "coordinates": [[-0.762845, -2.488314, -1.228722], [-1.681424, -2.702250, -0.153515], [-2.905400, -2.051582, -0.490347], [-2.769149, -1.539446, -1.806330], [-1.405034, -1.719297, -2.241058], [0.994138, 0.327478, -1.991870], [2.839368, -1.056278, -0.955649], [0.259988, -2.848763, -1.298253], [-1.421513, -3.202660, 0.769957], [-3.760893, -1.951242, 0.166291], [-1.001263, -1.469866, -3.246023], [-3.544627, -1.038221, -2.396381], [3.770819, -1.290892, -2.042620], [2.534216, -2.391070, -0.414625], [3.728399, -0.428697, 0.035961], [0.756281, 5.663920, 1.006999], [0.605321, 4.503253, 1.091040], [0.458670, 3.058005, 1.220185], [0.685253, 2.432796, 2.457054], [0.570895, 1.044036, 2.521451], [0.305565, 0.324471, 1.355473], [0.261780, 0.932426, 0.135053], [0.115776, 2.304097, 0.108139], [0.919769, 3.043638, 3.332036], [0.684524, 0.530760, 3.479785], [0.075663, -0.748684, 1.377217], [-0.314279, 2.762383, -0.791247]], "atomic_forces_ev_per_a": [[-0.2, 0.3, 0.6], [0.5, 0.9, -0.9], [0.9, -0.3, -0.7], [0.7, 0.5, 0.1], [-1.3, -0.2, -0.1], [0.0, -0.6, -1.2], [1.1, -0.1, 0.4], [-0.1, -0.1, 0.1], [-0.2, -0.1, 0.0], [0.0, -0.1, -0.2], [-0.5, -0.4, 0.9], [0.3, -0.2, 0.4], [-0.6, 0.0, 0.8], [0.5, 1.2, -0.4], [-0.6, -1.0, -0.6], [-0.4, -2.9, 0.2], [0.0, 2.2, 0.0], [-0.3, 0.7, 0.0], [0.3, -0.5, -0.2], [-0.2, 0.6, 0.3], [0.3, 0.3, -1.0], [-1.7, 1.3, 1.7], [0.5, -1.3, 0.6], [0.0, -0.3, -0.3], [-0.2, 0.1, -0.4], [0.5, 0.3, -0.3], [0.8, -0.2, 0.1]], "nbo_charge": [-0.37, -0.37, -0.32, -0.34, -0.38, 0.48, 0.08, 0.17, 0.19, 0.20, 0.20, 0.20, 0.07, 0.05, 0.02, -0.26, 0.26, -0.20, -0.10, -0.25, 0.07, -0.50, 0.12, 0.25, 0.25, 0.26, 0.24]}



{"formula": "C11H12BrN2", "method": "wB97M-V/def2-TZVPD", "homo_energy_ha": -0.471, "total_charge": 1, "spin_multiplicity": 1, "energy_ev": -84614.632, "lumo_energy_ev": -6.17, "species": ["C", "C", "C", "C", "C", "C", "C", "C", "C", "C", "C", "N", "N", "Br", "H", "H", "H", "H", "H", "H", "H", "H", "H", "H", "H", "H"], "coordinates": [[4.203474, -1.597838, -0.116711], [3.771107, -0.282308, -0.474835], [3.209654, -2.495254, 0.304904], [2.419356, 0.054126, -0.372233], [1.879818, -2.235541, 0.072129], [1.481056, -0.869274, -0.150935], [-1.048232, -1.117802, 0.136522], [-2.324989, -0.517488, 0.190640], [-2.592518, 0.898813, 0.365533], [0.140613, -0.438702, 0.011253], [-3.727744, 2.693469, -0.751552], [-3.482099, 1.368168, -0.424228], [-1.730252, 1.637522, 1.257446], [-3.734243, -1.595900, -0.094098], [5.260574, -1.820864, -0.001627], [4.477702, 0.453019, -0.503394], [3.450914, -3.591564, 0.456690], [2.106400, 1.058600, -0.449096], [1.229722, -2.955858, 0.488952], [-1.050368, -2.182207, 0.263536], [0.171922, 0.633096, -0.108250], [-2.735328, 3.169885, -0.815773], [-4.426870, 3.234700, -0.079785], [-4.234678, 2.731704, -1.800068], [-0.908988, 1.189410, 1.566055], [-1.806001, 2.578090, 1.028928]], "atomic_forces_ev_per_a": [[-1.2, 1.8, 0.4], [-1.2, -2.8, 1.6], [0.5, -2.5, -2.1], [2.9, 1.0, -0.8], [0.7, 1.9, 1.5], [-2.0, -4.2, 0.9], [-0.5, 0.3, 0.8], [1.5, -0.6, -0.1], [0.9, 2.4, 0.4], [0.3, 0.8, -0.8], [-0.4, 1.6, -1.9], [0.1, -2.9, 1.0], [-3.0, -2.6, -1.9], [-0.7, -0.5, 0.0], [-0.2, 0.0, -0.2], [1.7, 1.9, -0.7], [0.0, 1.6, 0.4], [0.0, 1.2, -0.2], [-1.1, -0.7, -0.3], [0.1, -0.4, -0.4], [-0.9, 0.4, 0.1], [-0.5, 0.8, -0.1], [0.6, -0.4, 0.0], [1.0, 0.0, 1.8], [0.8, 0.1, 0.4], [0.6, 2.0, 0.2]], "nbo_charge": [-0.09, -0.20, -0.21, -0.11, -0.12, -0.16, -0.36, 0.10, 0.30, 0.07, -0.46, -0.37, -0.81, 0.35, 0.24, 0.23, 0.24, 0.22, 0.22, 0.25, 0.21, 0.18, 0.25, 0.23, 0.40, 0.40]}



{"formula": "C11H12Cl16FNO4", "method": "wB97M-V/def2-TZVPD", "homo_energy_ha": -0.340, "smiles": "C[C@@H](F)COC(=O)N(O)C[C@H]1CO1.ClC(Cl)(Cl)Cl.ClC(Cl)(Cl)Cl.ClC(Cl)(Cl)Cl.ClC(Cl)(Cl)Cl", "total_charge": 0, "spin_multiplicity": 1, "energy_ev": -224353.299, "lumo_energy_ev": 0.24, "species": ["C", "C", "F", "C", "O", "C", "O", "N", "O", "C", "C", "C", "O", "H", "H", "H", "H", "H", "H", "H", "H", "H", "H", "H", "H", "Cl", "C", "Cl", "Cl", "Cl", "Cl", "C", "Cl", "Cl", "Cl", "Cl", "C", "Cl", "Cl", "Cl", "Cl", "C", "Cl", "Cl", "Cl"], "coordinates": [[6.506392, -2.065983, -1.999062], [5.106444, -1.550817, -1.667394], [4.471187, -2.497844, -0.889249], [5.147562, -0.189158, -1.019956], [4.031548, 0.644230, -1.320240], [2.864218, 0.252284, -0.760541], [2.789878, -0.465533, 0.228919], [1.777395, 0.836254, -1.378244], [1.837832, 0.877447, -2.797805], [0.481638, 0.326300, -0.988624], [0.212551, -1.044675, -1.554992], [0.302015, -2.158165, -0.606772], [-0.966743, -1.618094, -1.153335], [6.582759, -3.073875, -1.609412], [6.656405, -2.134201, -3.067859], [7.293746, -1.489720, -1.526488], [4.559935, -1.454461, -2.604435], [5.996834, 0.320974, -1.456991], [5.354871, -0.244167, 0.042068], [2.763961, 0.875649, -3.056320], [0.347418, 0.250895, 0.077170], [-0.303367, 0.930311, -1.431775], [0.549671, -1.237868, -2.555259], [0.167720, -1.990346, 0.444943], [0.409902, -3.137465, -1.035651], [-1.706364, 3.293138, 0.935576], [-2.960828, 2.980302, -0.267690], [-2.818260, 4.142554, -1.593134], [-2.758748, 1.343973, -0.901011], [-4.548213, 3.134999, 0.485056], [-3.981379, 0.327021, 4.540883], [-5.255609, -0.036044, 3.370794], [-4.599246, 0.068729, 1.738582], [-5.877483, -1.666470, 3.659821], [-6.568826, 1.135578, 3.550936], [0.223859, 5.525965, -0.963835], [-0.348787, 7.024717, -0.229850], [1.029246, 8.081844, 0.093496], [-1.464708, 7.834173, -1.334978], [-1.188092, 6.668405, 1.284903], [-7.255366, -6.975390, 4.788392], [-6.386814, -5.754645, 3.854061], [-7.324997, -4.255937, 3.826207], [-4.817563, -5.444163, 4.599877], [-6.152785, -6.329348, 2.202364]], "atomic_forces_ev_per_a": [[-0.2, -0.3, 0.4], [0.5, 0.0, -0.5], [-0.3, 0.0, 0.2], [0.7, 0.1, 0.0], [-0.5, -0.3, -0.3], [-0.2, -0.9, 1.7], [0.1, 1.2, -1.2], [0.6, -0.1, 0.3], [-0.5, 0.2, -0.2], [-0.8, -0.5, -1.4], [1.6, 0.0, 1.1], [-2.2, -0.2, -0.7], [-0.9, -0.2, -0.3], [0.0, -0.2, 0.1], [0.2, 0.2, -0.2], [0.2, 0.2, -0.1], [-0.4, -0.1, 0.0], [0.0, 0.3, -0.2], [-0.3, -0.1, 0.3], [0.3, 0.2, 0.3], [0.3, 0.5, 0.3], [0.3, 0.7, 0.2], [0.0, 0.0, -0.5], [1.2, -0.2, 0.4], [0.6, -0.4, 0.4], [0.0, -0.2, 0.0], [0.0, 0.0, 0.0], [-0.1, -0.1, 0.0], [-0.3, 0.0, 0.0], [0.0, 0.2, -0.1], [0.0, 0.0, 0.0], [0.0, 0.0, 0.0], [0.0, -0.2, 0.1], [0.2, 0.4, 0.0], [0.0, 0.0, 0.0], [0.2, 0.1, 0.0], [0.0, 0.0, 0.0], [0.0, 0.0, 0.0], [0.0, 0.0, 0.0], [0.0, 0.1, 0.0], [0.0, 0.0, 0.0], [0.0, 0.0, 0.0], [-0.2, -0.3, 0.0], [0.0, 0.0, 0.0], [0.0, 0.0, 0.0]], "nbo_charge": [-0.65, 0.18, -0.35, -0.11, -0.52, 0.85, -0.61, -0.17, -0.56, -0.27, 0.04, -0.12, -0.51, 0.24, 0.22, 0.21, 0.16, 0.20, 0.22, 0.48, 0.24, 0.22, 0.19, 0.21, 0.19, 0.06, -0.23, 0.06, 0.06, 0.06, 0.05, -0.23, 0.06, 0.05, 0.05, 0.06, -0.23, 0.06, 0.05, 0.06, 0.06, -0.23, 0.06, 0.06, 0.06]}